1.
Formula: C24H38Cl5IrN3O2S2Sb
Source: the OMol25 dataset
Level of theory: ωB97M-V/def2-TZVPD

Its lowest unoccupied orbital energy (spin up / spin down) is -9.602 / -11.246 eV. For the gap between HOMO and LUMO (spin up / spin down), the calculation gives 7.0494 / 5.4017 eV. Its maximum force is 1.99 eV/Å. For the energy relative to the best compared isomer or geometry (same formula, charge and spin), the calculation gives 0.0 kJ/mol. Its multiplicity is 2. The net charge is +3. As for the electronic energy: -127703.0628 eV.

Geometry (Å):
H -0.63 -4.71 -0.90
H 2.37 -3.74 -1.56
H -1.22 -3.72 -2.75
H -1.15 -3.10 2.31
S -1.86 1.61 1.44
H 5.45 0.02 4.36
H -3.85 -2.78 -0.42
H 3.07 0.78 4.84
C 1.25 3.45 -1.08
H -4.55 5.00 0.38
C 1.39 4.97 -2.95
H -2.89 -0.96 0.94
H -0.78 -1.27 -3.08
C 0.25 2.68 -1.76
H 3.25 -0.96 4.67
H -2.86 -3.36 -2.16
C -4.59 3.55 -1.25
H -3.13 -0.54 -3.58
H 1.32 -2.75 0.49
H -2.13 4.37 0.89
H 0.25 0.38 2.71
H 0.82 -5.17 -0.04
C -0.13 3.10 -3.09
N -2.79 3.88 0.31
H -1.08 -1.36 2.61
Cl 1.72 2.91 0.47
C 4.92 -0.82 2.46
C 1.80 4.57 -1.63
C -3.88 4.59 -0.37
H 4.84 1.20 3.19
C 2.61 -0.35 1.79
C 0.97 0.27 3.53
O -0.32 1.65 -1.24
C 0.43 4.21 -3.67
H -2.44 0.42 -2.27
H 0.95 -3.34 -2.52
C 0.04 -4.41 -0.10
S -4.13 1.92 -0.56
H -3.48 5.41 -0.96
Cl 2.94 5.49 -0.78
H -2.51 -2.28 3.05
H -3.60 -0.87 -1.92
C -2.36 -1.91 0.93
H 5.06 -0.42 -0.23
Ir 0.10 0.82 0.53
H 0.95 1.20 4.10
C 0.72 -3.07 -0.36
C 4.21 -1.03 0.08
O 1.68 -0.41 0.87
H -2.75 -3.97 0.30
H 0.61 -0.54 4.16
H -4.02 -3.23 1.26
H 4.91 -1.84 2.85
C 3.32 -0.01 4.13
C 4.71 0.18 3.57
H 4.50 -2.08 0.03
C -3.28 -3.04 0.47
C -1.63 -1.58 -2.46
C -1.73 -2.17 2.29
H 5.87 -0.67 1.95
H 1.97 -2.05 -1.85
N 2.31 0.01 3.05
Cl 2.07 6.33 -3.64
H -0.50 -4.43 0.84
H -4.26 3.57 -2.29
H -2.41 -3.01 -3.82
C -2.85 2.57 0.35
H 3.37 -0.85 -0.58
Cl -0.03 4.69 -5.22
Sb -0.77 -1.50 -0.47
C -2.76 -0.57 -2.55
C -2.05 -3.01 -2.79
C 1.54 -3.03 -1.65
H -5.67 3.64 -1.21
N 3.85 -0.68 1.45
Cl -1.28 2.16 -3.91

=====

2.
Formula: C24H38CoN5OS2
Source: the OMol25 dataset
Level of theory: ωB97M-V/def2-TZVPD

Its lowest unoccupied orbital energy (spin up / spin down) is -1.958 / -1.959 eV. For the gap between HOMO and LUMO (spin up / spin down), the calculation gives 7.3315 / 7.3987 eV. Its maximum force is 0.41 eV/Å. For the energy relative to the best compared isomer or geometry (same formula, charge and spin), the calculation gives 0.0 kJ/mol. Its multiplicity is 4. The net charge is +1. As for the electronic energy: -94296.5523 eV.

Geometry (Å):
N -2.21 0.29 -1.15
H 0.44 4.26 0.67
C 1.28 3.64 0.40
H 0.81 -4.71 1.18
H -4.97 3.83 -0.10
H 2.02 -2.41 4.08
C 2.54 4.01 0.87
H 1.81 -2.28 2.33
H -0.03 -2.39 0.52
C 2.25 1.68 -0.57
H -3.60 0.47 -2.74
H -0.17 -1.28 3.61
H 3.97 -0.55 -1.04
C -2.98 -0.71 -0.40
N -0.17 -3.26 0.00
C -2.45 1.67 -0.74
H 2.89 -1.16 3.18
N -0.09 1.95 -0.83
H 0.54 -6.29 -0.58
C 2.92 -0.66 -0.74
H -0.83 4.63 -0.74
H -4.06 -0.63 -0.60
H -1.27 3.09 3.73
H -1.50 0.63 3.22
Co -0.06 -0.01 -1.00
H -1.05 -5.49 -3.30
S 0.58 0.35 2.09
C 1.10 2.47 -0.35
O 0.03 -0.58 1.00
C -3.73 2.13 -0.50
H 2.63 4.92 1.44
H 4.36 1.45 -0.32
H -1.20 -5.99 -0.67
C -3.97 3.48 -0.29
H 4.63 3.55 0.96
C 2.37 0.61 -2.71
C -2.55 0.20 -2.59
N -0.01 -4.61 -1.71
C -0.40 2.51 3.46
C -0.13 -4.57 0.63
C -0.84 1.30 2.65
C -2.91 4.36 -0.39
N 2.08 0.42 -1.28
C 1.95 -1.71 3.25
C 3.66 3.25 0.61
H 0.95 -0.12 4.35
H 2.22 -0.33 -3.24
H -0.96 -4.70 1.32
H 0.68 -5.89 -3.19
H 2.56 -1.61 -1.12
H 3.41 0.94 -2.85
H 0.17 -4.28 -3.75
C -0.04 -3.33 -1.33
H -3.08 5.43 -0.30
C -0.06 -5.10 -3.07
H -2.80 -0.59 0.66
H -1.93 0.90 -3.15
H 0.27 3.14 2.88
C -1.33 2.54 -0.71
H -4.56 1.43 -0.51
C -0.22 -5.51 -0.59
H -2.65 -1.70 -0.71
H 1.71 1.37 -3.11
C -1.62 3.91 -0.61
H 2.87 -0.65 0.35
H -1.34 1.58 1.73
H 0.11 2.21 4.38
H -2.37 -0.81 -2.94
S 0.08 -2.02 -2.40
C 3.50 2.07 -0.12
C 0.78 -0.76 3.48

=====

3.
Formula: C24H38F5GeN3ReSeSi
Source: the OMol25 dataset
Level of theory: ωB97M-V/def2-TZVPD

Its lowest unoccupied orbital energy (spin up / spin down) is -8.262 / -7.259 eV. For the gap between HOMO and LUMO (spin up / spin down), the calculation gives 5.3360 / 6.9132 eV. Its maximum force is 0.50 eV/Å. For the energy relative to the best compared isomer or geometry (same formula, charge and spin), the calculation gives 2.9 kJ/mol. Its multiplicity is 4. The net charge is +2. As for the electronic energy: -175417.4504 eV.

Geometry (Å):
C 3.51 -0.71 -2.53
Si 0.54 -0.98 -3.40
C 5.33 0.04 -1.15
H 1.92 -2.30 -0.01
C 0.81 3.75 1.60
H 6.40 0.16 -0.99
C -1.44 3.76 -0.77
C 1.29 3.12 -1.81
F -5.04 2.38 3.56
H -0.67 -3.83 0.52
C -1.31 -1.01 -3.26
N 1.19 -0.38 -1.76
F 2.22 0.77 0.53
H -2.92 5.57 1.48
H -2.49 4.11 2.37
C 4.44 0.49 -0.19
C -4.81 1.17 0.20
H -1.76 -0.02 -3.32
Se -0.49 2.33 -1.70
C 0.01 6.43 0.01
H -1.16 0.05 3.28
H 0.36 7.09 0.81
H 3.18 -1.19 -3.44
C -0.67 -0.16 2.34
C -2.64 0.92 1.29
H 0.66 1.24 -4.44
N -0.02 -1.82 0.70
C -5.37 1.69 1.35
H 1.14 -2.92 -4.74
H -1.74 -1.96 1.91
F -2.96 0.30 -0.97
H -1.66 -1.57 -4.13
H -1.72 -2.63 -0.27
F -5.53 1.01 -0.90
C -0.70 -1.64 2.02
H 0.56 -0.05 -5.63
C 1.40 -2.22 0.94
H -1.63 4.45 -1.59
H -0.22 -2.26 2.77
C 2.56 -0.27 -1.59
C -3.48 0.80 0.18
H -0.15 -3.07 -0.99
H 2.11 0.32 -4.88
H 1.89 -1.48 1.57
H 2.17 -2.90 -3.32
C -4.56 1.85 2.45
H 1.24 3.87 -2.60
H 1.53 3.57 -0.86
H 1.42 -3.19 1.44
Re -0.20 0.10 -0.42
H 0.91 4.08 2.63
N -1.30 0.51 1.18
C 1.04 0.24 -4.69
H -2.40 3.32 -0.50
C -3.22 1.49 2.43
H 2.01 2.35 -2.07
H 0.50 -3.44 -3.20
H -1.78 5.66 2.82
H 4.76 0.96 0.73
H 0.60 2.68 1.61
C -2.10 5.05 1.98
H 0.84 6.27 -0.68
F -2.48 1.76 3.51
C 1.16 -2.71 -3.67
C -0.68 -2.91 -0.06
H 0.36 0.18 2.45
Ge -0.63 4.76 0.76
C 3.10 0.32 -0.42
H -0.79 6.94 -0.52
H -1.71 -1.53 -2.39
H -6.41 1.99 1.38
C 4.86 -0.56 -2.32
H 5.56 -0.91 -3.06
H 1.78 3.92 1.12